Entry 1:
# C20H43N2O3PSi

A molecular structure, C20H43N2O3PSi (the ωB97M-V functional and the def2-TZVPD basis, the OMol25 dataset).

The LUMO energy is 0.384 eV. The gap between HOMO and LUMO is 9.8 eV. As for the total charge: 0. Its energy is -1753.9047 a.u.

Last column: Mulliken charge in e.
Element x y z (Å)
H (0.636, 2.239, -0.190)  -1.130
H (2.090, 0.804, 0.515)  -0.317
C (-3.451, -2.705, 0.121)  -0.739
Si (-1.545, 3.072, 0.675)  0.319
C (3.120, 1.943, 2.091)  -1.188
C (2.024, 2.427, -3.556)  -0.545
C (0.702, 0.190, -3.133)  0.589
H (1.103, -3.139, 2.714)  0.389
H (0.164, 0.537, 1.786)  -0.883
C (-4.067, -1.831, 2.287)  0.029
H (-4.869, -1.773, 3.041)  0.287
H (2.075, 0.643, -4.822)  0.388
C (0.314, 3.186, 0.272)  0.937
H (1.637, -0.956, 4.030)  0.340
H (-1.809, 3.136, 2.117)  -0.138
H (-0.355, 0.044, -3.402)  0.364
H (0.909, 4.624, 1.751)  0.505
H (-5.607, -4.240, 0.959)  0.334
P (-2.382, 1.117, -0.053)  0.565
O (-2.441, 1.101, -1.553)  -0.675
C (-5.723, -3.159, 1.068)  -0.953
C (2.326, 0.700, 1.592)  0.289
H (2.616, -1.835, -0.421)  0.083
H (-3.169, -1.726, -0.268)  0.083
H (0.054, -3.000, 0.714)  0.208
O (-2.433, 4.314, -0.127)  -0.450
H (1.959, 2.405, -2.453)  -0.111
H (1.504, 3.334, -3.894)  0.270
H (3.037, -0.148, 1.638)  0.501
C (1.411, -3.224, -1.569)  -1.254
C (2.613, 3.319, 1.569)  -0.665
H (-0.004, -1.218, 3.430)  0.329
H (0.578, 3.055, 2.462)  0.290
H (2.557, -3.499, 0.277)  0.536
H (3.041, 4.085, 2.247)  0.311
H (3.089, 2.408, -3.835)  0.305
H (0.554, 1.551, -4.866)  0.335
C (1.966, -2.710, -0.219)  -0.654
H (0.914, -4.211, -1.478)  0.430
H (0.760, 0.686, -2.147)  -0.742
O (-2.987, -1.292, 2.455)  -0.512
C (1.402, -1.199, -3.082)  -0.793
H (4.147, 1.818, 1.689)  0.336
H (1.546, -1.564, -4.114)  0.369
C (1.466, -2.227, 2.205)  -1.316
H (-2.555, -3.196, 0.504)  0.245
C (1.070, 3.537, 1.601)  -1.134
H (-6.332, -2.955, 1.947)  0.297
H (0.992, 1.110, 3.238)  0.728
H (2.383, -1.093, -2.584)  0.202
H (2.567, -2.248, 2.141)  0.509
C (1.331, 1.154, -4.189)  -0.755
N (-1.549, 4.445, -2.369)  -0.425
C (1.050, 0.364, 2.422)  0.519
H (-3.687, 0.893, 0.475)  0.032
H (2.996, 3.572, 0.565)  0.319
H (0.459, 3.988, -0.472)  0.750
C (-2.101, 4.405, -1.386)  0.576
C (1.038, -1.032, 3.104)  -1.246
H (2.263, -3.394, -2.260)  0.368
H (-3.880, -3.303, -0.680)  0.401
C (0.849, -2.234, 0.775)  1.327
C (0.485, -2.192, -2.288)  0.162
H (-0.118, -1.582, -1.596)  -0.203
H (0.409, -1.276, 0.466)  -0.646
H (-0.199, -2.742, -2.954)  0.411
H (-6.226, -2.759, 0.186)  0.336
N (-4.415, -2.545, 1.198)  0.186
H (-1.532, 0.094, 0.447)  0.012
H (3.233, 1.909, 3.189)  0.372

=====

Entry 2:
# C20H43N2P3PrSSe

A molecular structure, C20H43N2P3PrSSe (the ωB97M-V functional and the def2-TZVPD basis, the OMol25 dataset).

The multiplicity is 3. As for the relative energy (zero: lowest compared OMol25 entry of this formula, charge and spin): 3.232 eV. The LUMO energy (spin up / spin down) is -10.495 / -10.479 eV. The gap between HOMO and LUMO (spin up / spin down) is 4.3 / 4.4 eV. As for the total charge: +3. Its energy is -5237.0449 a.u.

Last column: Mulliken charge in e.
Element x y z (Å)
H (-2.521, 4.645, -1.592)  0.280
C (-1.683, -2.348, 2.218)  -1.414
C (-2.736, 3.828, 0.364)  -0.535
H (-0.420, -4.062, -1.281)  0.325
C (2.342, -3.263, 1.149)  -1.220
H (3.152, -2.282, -1.792)  0.379
H (1.825, -3.189, -2.562)  0.357
H (-2.249, -2.821, 1.408)  0.301
H (-2.991, 1.117, 1.399)  0.068
C (1.024, 2.966, -3.455)  0.109
P (-1.858, -1.051, -1.649)  1.016
C (-3.064, -2.305, -1.082)  -1.442
Se (1.163, 0.072, -3.298)  -0.025
C (-0.844, -0.053, 3.523)  -1.304
P (1.294, -2.668, -0.231)  1.041
H (-3.678, -0.512, 1.157)  0.372
H (-3.768, 3.484, 0.223)  0.305
H (2.967, 3.073, -6.821)  0.392
H (3.400, -1.064, 3.915)  0.240
H (0.860, -5.012, -0.471)  0.509
C (1.516, 1.767, -4.017)  0.742
H (1.962, 5.174, -5.890)  0.401
H (3.021, -2.477, 1.498)  0.345
C (-2.048, 4.426, -0.626)  -0.542
C (2.041, 1.701, 5.180)  -0.387
H (2.750, 0.950, -5.606)  0.375
H (-2.848, -1.629, -3.755)  0.578
H (1.868, -0.376, 5.815)  0.317
H (-3.413, 0.105, 2.806)  0.531
N (3.102, -0.119, 4.154)  -0.017
S (2.501, 0.306, 1.509)  -0.206
H (-0.433, -4.250, 0.501)  0.361
N (2.293, 1.889, 3.756)  0.015
H (-1.269, -0.773, -3.993)  0.447
C (2.408, -3.073, -1.639)  -1.427
C (-1.811, -1.532, -3.412)  -1.541
H (-0.014, -0.655, 3.914)  0.313
H (2.511, 2.496, 5.758)  0.366
Pr (0.558, 0.138, -0.485)  0.006
C (-2.891, 0.473, -1.736)  -1.196
H (-1.011, 4.757, -0.503)  0.267
H (2.929, -4.114, 0.779)  0.462
H (0.955, 1.721, 5.334)  0.249
H (-2.304, 1.404, -1.684)  0.205
H (-3.617, 0.484, -0.914)  0.402
H (0.478, 2.908, -2.511)  -0.048
C (2.689, 0.733, 3.208)  0.254
C (1.872, 4.227, -5.357)  -0.521
C (2.447, 3.055, -5.866)  -0.565
H (-2.283, -2.388, 3.138)  0.557
C (1.189, 4.174, -4.135)  -0.624
H (-3.414, 0.444, -2.700)  0.493
H (-0.570, 1.008, 3.533)  0.335
H (-2.540, -3.224, -0.789)  0.267
P (-1.307, -0.593, 1.829)  1.061
C (-3.011, 0.090, 1.784)  -1.053
H (1.040, 0.135, 1.701)  0.091
H (-2.278, 3.644, 1.344)  0.268
C (2.299, 1.849, -5.192)  -0.584
H (-0.753, -2.907, 2.379)  0.280
H (2.912, -4.017, -1.393)  0.522
H (-3.666, -1.943, -0.242)  0.427
H (1.718, -3.591, 1.989)  0.368
H (-1.291, -2.490, -3.520)  0.354
H (-1.712, -0.193, 4.181)  0.610
C (0.204, -4.135, -0.383)  -1.348
H (3.450, 0.378, 6.186)  0.341
H (1.909, 2.616, 3.156)  0.254
H (0.730, 5.074, -3.733)  0.374
C (2.634, 0.325, 5.464)  -0.438
H (-3.719, -2.528, -1.936)  0.506

=====

Entry 3:
# C20H43N3O31PS7

8 unconnected molecules or ions with the total composition C20H43N3O31PS7 (the ωB97M-V functional and the def2-TZVPD basis, the OMol25 dataset).

The LUMO energy is -5.611 eV. The gap between HOMO and LUMO is 6.6 eV. As for the total charge: +1. Its energy is -6412.7517 a.u.

Last column: Mulliken charge in e.
Element x y z (Å)
O (4.962, 3.818, -5.072)  -0.312
O (-1.636, 5.884, -2.130)  -0.596
H (3.956, -5.994, 2.297)  0.189
H (-5.125, 8.479, -1.590)  0.305
O (3.154, -0.145, 0.557)  -0.467
O (-6.108, -4.983, 0.608)  -0.336
S (0.523, 2.471, 5.098)  1.087
H (-2.286, 2.453, 6.034)  0.286
C (0.930, -0.178, 2.260)  0.540
C (5.629, 1.880, -6.172)  -0.342
H (3.104, -1.557, 3.867)  0.538
S (-6.855, 6.141, 0.154)  1.076
H (-4.116, -1.087, -4.552)  0.299
O (3.964, -10.067, 3.236)  -0.517
H (-5.057, -3.322, 1.207)  0.287
O (-5.817, -7.438, 0.417)  -0.524
O (0.004, 4.758, -3.602)  -0.260
S (-1.437, 4.733, -2.940)  1.103
H (0.736, 0.575, 3.037)  -0.589
C (0.385, -2.596, 1.524)  -0.907
C (-5.180, 7.727, -0.807)  -0.331
C (-1.383, 4.042, 4.846)  -0.345
C (-1.973, 2.653, 5.010)  -0.326
C (-4.832, 6.331, -1.286)  0.067
S (3.824, -8.672, 3.435)  1.098
C (-4.278, 0.732, -3.362)  -0.148
C (4.379, -6.873, 1.813)  -0.184
O (-2.395, 4.386, -3.931)  -0.616
H (-4.573, 8.030, 0.047)  0.304
O (-7.952, 5.618, -0.578)  -0.541
H (5.722, 0.801, -6.100)  0.304
C (-0.013, 2.781, -2.385)  0.086
O (-6.549, 7.608, -0.384)  -0.308
C (-4.021, -4.539, -0.285)  0.245
O (1.045, 1.903, 6.285)  -0.567
H (-1.022, -2.314, 0.013)  0.005
C (3.708, -1.178, 3.032)  -0.828
O (2.615, 1.119, -1.223)  0.018
C (0.285, -1.530, 2.652)  0.363
H (-3.770, 6.115, -1.270)  -0.004
H (6.382, 2.278, -6.854)  0.295
H (-0.922, -3.839, 0.598)  0.231
O (-5.490, 5.478, -0.334)  -0.272
O (-6.860, 6.120, 1.574)  -0.541
C (5.647, 2.583, -4.826)  -0.144
C (4.282, -2.331, 2.199)  0.436
C (5.620, -2.058, 1.562)  -1.447
S (3.894, 3.656, -6.253)  1.064
S (-5.850, -6.239, -0.342)  1.101
O (-2.443, -1.792, -1.683)  -0.498
O (-0.047, 3.900, 5.390)  -0.284
H (-4.286, -3.821, -1.060)  0.216
O (-4.347, -5.862, -0.733)  -0.332
O (3.510, -7.995, 2.023)  -0.324
H (4.461, -6.699, 0.743)  0.317
H (1.373, 4.435, -2.091)  0.353
H (6.410, -2.203, 2.312)  0.365
H (0.359, 2.238, -1.523)  -0.177
H (6.317, -6.479, 2.752)  0.291
N (-0.880, -2.861, 0.855)  -0.290
H (-3.910, 1.758, -3.379)  0.163
H (0.475, 0.164, 1.316)  0.143
C (5.681, -7.310, 2.457)  -0.325
H (-1.128, -0.601, 3.629)  0.261
H (3.034, 1.262, 2.471)  0.103
H (6.647, 2.812, -4.468)  0.314
H (2.835, -3.505, 2.586)  0.247
O (1.339, 2.467, 3.919)  -0.581
H (5.096, 2.012, -4.075)  0.129
O (4.212, 4.587, -7.271)  -0.538
O (2.573, 3.601, -5.725)  -0.467
H (0.710, -3.536, 1.987)  0.415
H (4.522, -0.571, 3.451)  0.567
H (-2.955, -4.495, -0.088)  -0.165
C (-4.864, -4.363, 0.964)  -0.270
H (1.654, 3.524, -3.604)  0.112
H (-2.781, 2.443, 4.316)  0.351
O (-2.310, -0.442, -3.764)  -0.327
H (-4.436, -4.877, 1.825)  0.324
H (-1.898, 4.805, 5.421)  0.318
P (2.701, -0.037, 2.070)  0.695
O (-3.910, 0.117, -2.104)  -0.298
H (-5.361, 0.717, -3.436)  0.323
N (3.154, 1.288, -0.260)  0.329
O (-0.858, 1.781, 4.689)  -0.319
O (-1.189, 3.495, -1.977)  -0.221
O (2.948, -8.157, 4.427)  -0.536
O (-1.072, -1.287, 2.949)  -0.476
H (5.789, -2.760, 0.743)  0.355
H (-3.394, 0.352, -5.329)  0.329
H (5.699, -1.030, 1.196)  0.341
O (-1.506, 0.466, -1.658)  -0.434
H (6.239, -8.003, 1.827)  0.296
H (1.184, -2.287, 0.826)  0.328
H (-0.280, 2.072, -3.167)  0.262
O (-6.700, -6.115, -1.471)  -0.539
C (0.902, 3.877, -2.903)  -0.023
S (-2.449, -0.463, -2.187)  0.919
O (4.319, 2.183, -6.676)  -0.321
H (0.780, -1.916, 3.559)  0.331
H (-1.309, 4.342, 3.801)  0.272
N (3.714, -3.448, 2.067)  -0.492
O (5.252, -7.987, 3.647)  -0.329
C (-3.586, -0.149, -4.385)  -0.341
H (-5.236, 6.138, -2.282)  0.263